No. 1
Here is 2 unconnected molecules or ions with the total composition C2H3Cl2N from the OMol25 dataset. Energies are from wB97M-V/def2-TZVPD.

CARTESIAN COORDINATES (ANGSTROEM)
C: 1.031 -0.104 -0.041
C: -1.614 -0.070 0.075
N: 1.706 -0.882 -0.687
Cl: 1.244 1.408 0.710
Cl: -1.643 1.513 0.727
H: -1.723 -0.746 0.946
H: -1.818 -0.240 -1.056
H: 2.816 -0.878 -0.675

Output
charge = 0
DFT total energy = -1052.949960 Eh
multiplicity = 3
gap between HOMO and LUMO (alpha / beta) = 8.194 / 9.285 eV

Partial atomic charges computed with the Mulliken method, in multiples of e: atom 1 (C): 0.281, atom 2 (C): -0.585, atom 3 (N): -0.439, atom 4 (Cl): -0.116, atom 5 (Cl): -0.121, atom 6 (H): 0.352, atom 7 (H): 0.340, atom 8 (H): 0.287


No. 2
Here is C2H3Cl2N2P in the gas phase from the OMol25 dataset. Energies are from wB97M-V/def2-TZVPD.

CARTESIAN COORDINATES (ANGSTROEM)
C: 1.196 -0.501 0.721
C: -0.818 -0.383 -0.542
N: 1.408 0.818 0.743
N: -0.713 0.981 -0.557
P: 0.469 1.920 0.171
Cl: 2.423 -1.377 -0.200
Cl: -2.048 -1.004 0.706
H: 0.754 -1.051 1.511
H: -1.206 -0.928 -1.533
H: -1.465 1.526 -1.019

Output
charge = 0
DFT total energy = -1449.178280 Eh
gap between HOMO and LUMO (alpha / beta) = 7.771 / 7.769 eV

Partial atomic charges computed with the Mulliken method, in multiples of e: atom 1 (C): 0.056, atom 2 (C): -0.305, atom 3 (N): -0.235, atom 4 (N): -0.155, atom 5 (P): 0.123, atom 6 (Cl): -0.156, atom 7 (Cl): -0.241, atom 8 (H): 0.362, atom 9 (H): 0.277, atom 10 (H): 0.274


No. 3
Here is 2 unconnected molecules or ions with the total composition C2H3Cl2NO2 from the OMol25 dataset. Energies are from wB97M-V/def2-TZVPD.

CARTESIAN COORDINATES (ANGSTROEM)
C: 0.273 -0.831 0.007
C: 1.442 -0.379 -0.663
N: 0.628 0.251 -2.822
O: 1.216 1.037 -3.504
O: -0.379 -0.362 -2.998
Cl: 2.165 1.139 -0.295
Cl: 2.549 -1.595 -1.169
H: 0.502 -1.220 0.975
H: -0.360 0.024 0.359
H: -0.361 -1.326 -0.744

Output
charge = 0
DFT total energy = -1203.454673 Eh
gap between HOMO and LUMO (alpha / beta) = 8.935 / 7.342 eV

Partial atomic charges computed with the Mulliken method, in multiples of e: atom 1 (C): -1.040, atom 2 (C): 0.536, atom 3 (N): 0.671, atom 4 (O): -0.453, atom 5 (O): -0.457, atom 6 (Cl): -0.110, atom 7 (Cl): -0.117, atom 8 (H): 0.347, atom 9 (H): 0.320, atom 10 (H): 0.304


No. 4
Here is C2H3Cl2NOS in the gas phase from the OMol25 dataset. Energies are from wB97M-V/def2-TZVPD.

CARTESIAN COORDINATES (ANGSTROEM)
C: 0.739 1.250 0.580
C: -0.551 -0.735 0.323
N: 0.269 0.273 -0.243
O: 0.630 1.293 1.740
S: -0.262 -2.371 -0.301
Cl: 1.697 2.365 -0.399
Cl: -2.411 -0.119 -0.399
H: -0.487 -0.651 1.366
H: 0.349 0.364 -1.256
H: 0.027 -1.669 -1.411

Output
charge = 0
DFT total energy = -1526.568351 Eh
structure (SMILES) = O=C(Cl)N[C@H](S)Cl
gap between HOMO and LUMO = 10.016 eV

Partial atomic charges computed with the Mulliken method, in multiples of e: atom 1 (C): 0.549, atom 2 (C): -0.098, atom 3 (N): -0.244, atom 4 (O): -0.443, atom 5 (S): -0.105, atom 6 (Cl): -0.202, atom 7 (Cl): -0.255, atom 8 (H): 0.392, atom 9 (H): 0.266, atom 10 (H): 0.141


No. 5
Here is C2H3Cl2NSi in the gas phase from the OMol25 dataset. Energies are from wB97M-V/def2-TZVPD.

CARTESIAN COORDINATES (ANGSTROEM)
C: 0.572 -1.596 0.014
C: 0.173 -0.477 -0.779
N: 0.895 -2.419 0.730
Si: -0.221 1.005 0.448
Cl: -2.063 0.533 1.161
Cl: -0.511 2.817 -0.472
H: -0.772 -0.684 -1.234
H: 1.032 -0.217 -1.405
H: 0.895 1.038 1.536

Output
charge = 0
DFT total energy = -1342.733249 Eh
structure (SMILES) = N#CC[SiH](Cl)Cl
gap between HOMO and LUMO = 11.640 eV

Partial atomic charges computed with the Mulliken method, in multiples of e: atom 1 (C): 0.221, atom 2 (C): -0.531, atom 3 (N): -0.374, atom 4 (Si): 0.598, atom 5 (Cl): -0.214, atom 6 (Cl): -0.216, atom 7 (H): 0.260, atom 8 (H): 0.305, atom 9 (H): -0.049


No. 6
Here is 2 unconnected molecules or ions with the total composition C2H3Cl2NSi from the OMol25 dataset. Energies are from wB97M-V/def2-TZVPD.

CARTESIAN COORDINATES (ANGSTROEM)
C: 1.385 0.876 0.386
C: 0.799 -0.138 -0.287
N: 1.844 1.870 0.885
Si: -0.558 -0.183 -1.400
Cl: -0.968 2.594 2.109
Cl: -1.665 1.402 -1.694
H: 1.165 -1.131 -0.031
H: 0.047 1.858 1.961
H: -0.568 -1.347 -2.325

Output
charge = 0
DFT total energy = -1342.611883 Eh
structure (SMILES) = N#C/C=[SiH]\Cl.Cl
gap between HOMO and LUMO = 7.976 eV

Partial atomic charges computed with the Mulliken method, in multiples of e: atom 1 (C): 0.266, atom 2 (C): -0.355, atom 3 (N): -0.500, atom 4 (Si): 0.465, atom 5 (Cl): -0.274, atom 6 (Cl): -0.095, atom 7 (H): 0.295, atom 8 (H): 0.225, atom 9 (H): -0.028


No. 7
Here is a molecular structure, C2H3Cl2OP from the OMol25 dataset. Energies are from wB97M-V/def2-TZVPD.

CARTESIAN COORDINATES (ANGSTROEM)
C: 1.775 -0.585 0.107
C: -1.960 -0.447 -0.671
O: 2.538 -0.994 -0.726
P: -0.039 0.037 -0.029
Cl: -2.605 -1.777 0.315
Cl: -2.623 1.103 -0.205
H: -1.960 -0.867 -1.737
H: 2.072 -0.071 1.020
H: -0.493 -0.461 1.277

Output
charge = 0
DFT total energy = -1414.883850 Eh
gap between HOMO and LUMO = 8.721 eV

Partial atomic charges computed with the Mulliken method, in multiples of e: atom 1 (C): 0.084, atom 2 (C): -0.185, atom 3 (O): -0.404, atom 4 (P): 0.055, atom 5 (Cl): -0.125, atom 6 (Cl): -0.100, atom 7 (H): 0.343, atom 8 (H): 0.264, atom 9 (H): 0.067


No. 8
Here is a molecular structure, C2H3Cl3FISi from the OMol25 dataset. Energies are from wB97M-V/def2-TZVPD.

CARTESIAN COORDINATES (ANGSTROEM)
C: 1.269 -0.124 0.830
C: 0.025 0.648 0.118
F: 2.238 -0.498 0.019
Si: -1.241 -0.583 -0.785
Cl: -0.096 -1.519 -2.135
Cl: -2.664 0.360 -1.787
Cl: 0.828 1.758 -1.038
I: -1.190 1.550 1.640
H: 1.083 -1.061 1.303
H: 1.640 0.609 1.484
H: -1.891 -1.140 0.350

Output
charge = 0
DFT total energy = -2145.707590 Eh
gap between HOMO and LUMO = 9.865 eV

Partial atomic charges computed with the Mulliken method, in multiples of e: atom 1 (C): -0.526, atom 2 (C): -0.073, atom 3 (F): -0.251, atom 4 (Si): 0.657, atom 5 (Cl): -0.183, atom 6 (Cl): -0.194, atom 7 (Cl): -0.133, atom 8 (I): 0.118, atom 9 (H): 0.324, atom 10 (H): 0.371, atom 11 (H): -0.111


No. 9
Here is C2H3Cl3O in the gas phase from the OMol25 dataset. Energies are from wB97M-V/def2-TZVPD.

CARTESIAN COORDINATES (ANGSTROEM)
C: -0.060 0.718 -0.295
C: 0.624 -0.670 0.108
O: -1.100 0.956 0.453
Cl: -0.601 0.606 -2.108
Cl: -0.664 -1.961 0.184
Cl: 1.412 -0.438 1.720
H: 0.667 1.517 -0.143
H: 1.187 -0.920 -0.700
H: -1.465 0.191 0.781

Output
charge = 0
DFT total energy = -1533.804001 Eh
structure (SMILES) = O[C@H](Cl)C(Cl)Cl
gap between HOMO and LUMO = 11.682 eV

Partial atomic charges computed with the Mulliken method, in multiples of e: atom 1 (C): -0.004, atom 2 (C): -0.273, atom 3 (O): -0.381, atom 4 (Cl): -0.216, atom 5 (Cl): -0.152, atom 6 (Cl): -0.118, atom 7 (H): 0.392, atom 8 (H): 0.438, atom 9 (H): 0.313


No. 10
Here is a molecular structure, C2H3Cl3OP from the OMol25 dataset. Energies are from wB97M-V/def2-TZVPD.

CARTESIAN COORDINATES (ANGSTROEM)
C: 1.450 -1.081 -0.159
C: 0.463 0.644 0.051
O: 0.977 -2.096 -0.493
P: -1.294 0.470 0.060
Cl: -1.545 -0.793 -1.390
Cl: -1.927 -0.423 1.685
Cl: -2.272 2.190 -0.241
H: 2.475 -0.958 0.047
H: 0.756 0.724 1.090
H: 0.917 1.322 -0.649

Output
charge = +1
DFT total energy = -1874.907191 Eh
gap between HOMO and LUMO = 9.900 eV

Partial atomic charges computed with the Mulliken method, in multiples of e: atom 1 (C): 0.136, atom 2 (C): -0.855, atom 3 (O): -0.268, atom 4 (P): 0.936, atom 5 (Cl): -0.055, atom 6 (Cl): -0.068, atom 7 (Cl): -0.075, atom 8 (H): 0.428, atom 9 (H): 0.386, atom 10 (H): 0.435


No. 11
Here is C2H3ClF2 in the gas phase from the OMol25 dataset. Energies are from wB97M-V/def2-TZVPD.

CARTESIAN COORDINATES (ANGSTROEM)
C: 0.510 -0.623 -0.250
C: -0.341 0.511 0.251
H: 1.263 -0.171 -0.932
H: -0.188 -1.193 -0.946
H: 1.018 -1.014 0.621
F: -0.023 1.775 -0.122
F: -0.176 0.619 1.567
Cl: -2.063 0.097 -0.188

Output
charge = 0
DFT total energy = -737.919102 Eh
structure (SMILES) = CC(F)(F)Cl
gap between HOMO and LUMO = 12.423 eV

Partial atomic charges computed with the Mulliken method, in multiples of e: atom 1 (C): -1.052, atom 2 (C): 0.841, atom 3 (H): 0.267, atom 4 (H): 0.331, atom 5 (H): 0.289, atom 6 (F): -0.237, atom 7 (F): -0.240, atom 8 (Cl): -0.198


No. 12
Here is C2H3ClF2 in the gas phase from the OMol25 dataset. Energies are from wB97M-V/def2-TZVPD.

CARTESIAN COORDINATES (ANGSTROEM)
C: -0.655 -0.010 0.421
C: 0.743 0.016 -0.169
H: -0.737 -0.997 0.853
H: -0.792 0.829 1.108
H: 1.522 0.048 0.575
F: 0.899 1.130 -0.945
F: 0.933 -1.047 -0.992
Cl: -1.913 0.031 -0.851

Output
charge = 0
DFT total energy = -737.929748 Eh
structure (SMILES) = FC(F)CCl
gap between HOMO and LUMO = 12.037 eV

Partial atomic charges computed with the Mulliken method, in multiples of e: atom 1 (C): -0.435, atom 2 (C): 0.281, atom 3 (H): 0.292, atom 4 (H): 0.323, atom 5 (H): 0.175, atom 6 (F): -0.238, atom 7 (F): -0.231, atom 8 (Cl): -0.168


No. 13
Here is a molecular structure, C2H3ClF2O from the OMol25 dataset. Energies are from wB97M-V/def2-TZVPD.

CARTESIAN COORDINATES (ANGSTROEM)
C: -0.360 -0.326 -0.427
C: 0.833 0.474 0.080
H: -1.912 -0.813 1.012
H: -0.353 -0.148 -1.585
H: -0.378 -1.496 -0.358
O: -1.577 0.102 0.149
F: 0.750 1.744 -0.364
F: 0.537 0.605 1.399
Cl: 2.461 -0.142 0.093

Output
charge = 0
DFT total energy = -813.086157 Eh
gap between HOMO and LUMO = 10.888 eV

Partial atomic charges computed with the Mulliken method, in multiples of e: atom 1 (C): -0.506, atom 2 (C): 0.711, atom 3 (H): 0.377, atom 4 (H): 0.243, atom 5 (H): 0.309, atom 6 (O): -0.546, atom 7 (F): -0.209, atom 8 (F): -0.236, atom 9 (Cl): -0.143


No. 14
Here is 2 unconnected molecules or ions with the total composition C2H3ClF2S from the OMol25 dataset. Energies are from wB97M-V/def2-TZVPD.

CARTESIAN COORDINATES (ANGSTROEM)
C: 0.442 0.052 0.396
C: 1.256 -1.125 0.014
F: 1.586 -2.047 0.869
F: 1.362 -1.589 -1.276
S: -1.196 -0.689 0.304
Cl: 3.612 0.794 0.155
H: 0.437 0.552 1.400
H: 0.506 0.684 -0.587
H: -1.231 -0.858 -0.934

Output
charge = 0
DFT total energy = -1135.991571 Eh
gap between HOMO and LUMO (alpha / beta) = 6.602 / 6.565 eV

Partial atomic charges computed with the Mulliken method, in multiples of e: atom 1 (C): -0.213, atom 2 (C): 0.333, atom 3 (F): -0.130, atom 4 (F): -0.121, atom 5 (S): -0.126, atom 6 (Cl): -0.564, atom 7 (H): 0.362, atom 8 (H): 0.312, atom 9 (H): 0.146


No. 15
Here is 2 unconnected molecules or ions with the total composition C2H3ClFNO2 from the OMol25 dataset. Energies are from wB97M-V/def2-TZVPD.

CARTESIAN COORDINATES (ANGSTROEM)
C: -0.610 0.376 -1.669
C: -0.532 -0.439 -0.645
N: -0.563 0.000 0.789
O: -0.816 1.161 0.931
O: -0.426 -0.793 1.660
F: -0.315 -1.822 -0.827
Cl: 2.584 -0.524 1.793
H: -1.013 1.368 -1.558
H: 2.262 0.787 2.210
H: -0.572 -0.115 -2.683

Output
charge = 0
DFT total energy = -843.150059 Eh
structure (SMILES) = C=C(F)[N+](=O)[O-].Cl
gap between HOMO and LUMO = 10.701 eV

Partial atomic charges computed with the Mulliken method, in multiples of e: atom 1 (C): -0.568, atom 2 (C): 0.311, atom 3 (N): 0.952, atom 4 (O): -0.578, atom 5 (O): -0.463, atom 6 (F): -0.218, atom 7 (Cl): -0.290, atom 8 (H): 0.307, atom 9 (H): 0.276, atom 10 (H): 0.270


No. 16
Here is C2H3ClFNO2 in the gas phase from the OMol25 dataset. Energies are from wB97M-V/def2-TZVPD.

CARTESIAN COORDINATES (ANGSTROEM)
C: -0.016 0.023 -0.023
C: -2.942 0.686 -1.980
N: -1.857 0.094 -1.497
O: -1.399 -0.986 -1.907
O: -1.147 0.801 -0.481
F: -3.319 1.844 -1.425
Cl: -3.711 -0.051 -3.291
H: -0.334 -0.881 0.399
H: 0.875 0.082 -0.744
H: 0.159 0.467 0.906

Output
charge = 0
DFT total energy = -843.130212 Eh
structure (SMILES) = CO/[N+]([O-])=C(\F)Cl
gap between HOMO and LUMO = 9.609 eV

Partial atomic charges computed with the Mulliken method, in multiples of e: atom 1 (C): -0.653, atom 2 (C): 0.331, atom 3 (N): 0.631, atom 4 (O): -0.654, atom 5 (O): -0.279, atom 6 (F): -0.189, atom 7 (Cl): -0.084, atom 8 (H): 0.319, atom 9 (H): 0.248, atom 10 (H): 0.332


No. 17
Here is 2 unconnected molecules or ions with the total composition C2H3ClIN from the OMol25 dataset. Energies are from wB97M-V/def2-TZVPD.

CARTESIAN COORDINATES (ANGSTROEM)
C: 0.049 1.718 -0.401
C: 1.222 -0.397 -0.706
N: 0.874 0.837 -0.495
Cl: 0.340 3.201 0.598
I: -2.429 -2.375 1.866
H: 1.089 -1.172 0.044
H: 1.595 -0.545 -1.715
H: -2.740 -1.267 0.810

Output
charge = 0
DFT total energy = -890.529088 Eh
gap between HOMO and LUMO (alpha / beta) = 8.180 / 8.179 eV

Partial atomic charges computed with the Mulliken method, in multiples of e: atom 1 (C): 0.035, atom 2 (C): -0.309, atom 3 (N): -0.099, atom 4 (Cl): -0.138, atom 5 (I): -0.098, atom 6 (H): 0.271, atom 7 (H): 0.239, atom 8 (H): 0.099


No. 18
Here is C2H3ClN2 in the gas phase from the OMol25 dataset. Energies are from wB97M-V/def2-TZVPD.

CARTESIAN COORDINATES (ANGSTROEM)
C: -0.838 1.175 0.042
C: 0.004 0.059 0.323
N: -1.514 2.063 -0.121
N: 1.150 -0.240 -0.382
Cl: -1.420 -1.539 -0.054
H: -0.057 -0.094 1.524
H: 1.837 -1.033 -0.053
H: 0.839 -0.391 -1.280

Output
charge = 0
DFT total energy = -647.655707 Eh
structure (SMILES) = N#C[C@H](N)Cl
gap between HOMO and LUMO = 10.023 eV

Partial atomic charges computed with the Mulliken method, in multiples of e: atom 1 (C): 0.190, atom 2 (C): -0.007, atom 3 (N): -0.286, atom 4 (N): -0.494, atom 5 (Cl): -0.310, atom 6 (H): 0.306, atom 7 (H): 0.295, atom 8 (H): 0.306


No. 19
Here is C2H3ClN2 in the gas phase from the OMol25 dataset. Energies are from wB97M-V/def2-TZVPD.

CARTESIAN COORDINATES (ANGSTROEM)
C: -0.814 1.187 0.179
C: 0.297 0.308 0.105
N: -1.803 1.691 0.473
N: 0.129 -0.713 -0.840
Cl: 0.766 -0.509 1.705
H: 1.249 0.733 -0.240
H: 0.817 -1.414 -0.723
H: -0.641 -1.284 -0.659

Output
charge = 0
DFT total energy = -647.679422 Eh
structure (SMILES) = N#C[C@H](N)Cl
gap between HOMO and LUMO = 11.072 eV

Partial atomic charges computed with the Mulliken method, in multiples of e: atom 1 (C): 0.206, atom 2 (C): 0.208, atom 3 (N): -0.343, atom 4 (N): -0.605, atom 5 (Cl): -0.218, atom 6 (H): 0.267, atom 7 (H): 0.235, atom 8 (H): 0.250


No. 20
Here is C2H3ClN2O in the gas phase from the OMol25 dataset. Energies are from wB97M-V/def2-TZVPD.

CARTESIAN COORDINATES (ANGSTROEM)
C: 0.104 -1.078 0.518
C: -0.860 0.739 -0.309
N: -0.861 -0.735 -0.189
N: 1.227 0.178 0.630
O: 0.360 1.197 0.256
Cl: 2.414 -0.222 -0.464
H: 0.426 -2.144 0.699
H: -1.026 1.075 -1.333
H: -1.785 0.990 0.191

Output
charge = 0
DFT total energy = -722.804820 Eh
structure (SMILES) = ClN1C=NCO1
gap between HOMO and LUMO = 10.169 eV

Partial atomic charges computed with the Mulliken method, in multiples of e: atom 1 (C): -0.023, atom 2 (C): -0.155, atom 3 (N): -0.318, atom 4 (N): -0.031, atom 5 (O): -0.237, atom 6 (Cl): -0.068, atom 7 (H): 0.325, atom 8 (H): 0.251, atom 9 (H): 0.257


| no. | F_max (eV/Å) |
| --- | --- |
| 1 | 2.66 |
| 2 | 3.22 |
| 3 | 3.40 |
| 4 | 2.92 |
| 5 | 2.02 |
| 6 | 7.00 |
| 7 | 3.12 |
| 8 | 3.13 |
| 9 | 3.97 |
| 10 | 3.21 |
| 11 | 2.91 |
| 12 | 1.42 |
| 13 | 6.26 |
| 14 | 4.04 |
| 15 | 3.10 |
| 16 | 2.43 |
| 17 | 3.41 |
| 18 | 5.18 |
| 19 | 3.42 |
| 20 | 5.42 |